Below is a gas-phase ion, C2H4FO3S (charge -1), with properties calculated with wB97M-V/def2-TZVPD.

Geometry as XYZ:
```
11
Properties=species:S:1:pos:R:3:forces:R:3:mulliken_charge:R:1
C -1.272 -0.182 0.288 -0.29 0.17 0.02 -1.208
C -0.194 0.588 -0.417 0.72 -0.78 0.16 0.208
F -0.149 1.899 0.011 -0.07 0.41 0.20 -0.316
S 1.385 -0.295 0.001 0.08 0.13 -0.48 1.116
O 1.143 -1.602 -0.610 -0.02 0.07 0.04 -0.692
O 2.455 0.461 -0.632 -0.12 0.10 0.05 -0.677
O 1.436 -0.319 1.457 -0.08 0.08 -0.03 -0.683
H -1.049 -0.157 1.353 -0.10 -0.02 0.08 0.315
H -1.195 -1.210 -0.052 -0.16 -0.10 0.02 0.346
H -2.274 0.210 0.104 0.01 0.05 -0.07 0.340
H -0.286 0.607 -1.504 0.04 -0.11 0.00 0.252
```
Forces are in eV/Å.

Summary:
* lowest unoccupied orbital energy: 4.099 eV
* SMILES string: C[C@@H](F)S(=O)(=O)[O-]
* charge: -1
* DFT total energy: -802.45980 Eh
* orbital gap: 9.06 eV
* energy relative to the best compared isomer or geometry (same formula, charge and spin): 0.0000 eV